Entry 1:
# C26H55BBaF4NO12

A structure of composition C26H55BBaF4NO12 in a non-equilibrium geometry (ωB97M-V/def2-TZVPD, the Open Molecules 2025 dataset).

```
100
C26H55BBaF4NO12 ωB97M-V/def2-TZVPD
Ba -2.13 0.37 2.24
F -0.37 1.04 0.38
F -0.95 -1.16 0.20
F 0.63 -0.25 -1.22
F 1.10 -0.62 1.03
O 3.57 5.91 -2.08
O 5.40 -2.61 -3.15
O -3.23 0.48 -0.43
O 1.28 -1.18 -5.17
O 4.18 -1.01 -2.39
O -4.34 -1.14 1.60
O -1.51 -2.23 -5.12
O -1.15 3.03 2.16
O -1.96 -2.63 2.43
O 3.18 3.16 -2.20
O -2.23 -0.70 4.72
O 0.08 0.91 3.58
N 4.62 -2.14 -2.35
C -1.66 -2.87 3.81
C 4.84 -4.21 -1.05
C -2.48 0.03 5.92
C 1.63 0.06 -4.60
C 4.58 -4.95 0.09
C -4.99 -0.90 0.35
C 2.93 5.33 -3.16
C 4.38 7.00 -2.48
C 3.04 -3.24 0.82
C -1.85 4.21 1.82
C -1.32 -3.56 1.58
C -2.76 -1.60 -5.13
C -5.31 -1.55 2.56
C -3.98 -0.69 -0.73
C 3.31 -2.51 -0.32
C 0.85 2.02 3.02
C 0.04 3.28 2.90
C 3.68 -4.46 1.02
C -2.60 1.02 -1.59
C 4.21 -3.00 -1.24
C -2.40 -2.11 4.88
C 2.58 2.05 -1.53
C 0.88 -0.02 4.31
C 0.73 -2.07 -4.24
C -0.74 -1.85 -4.00
C 2.24 4.05 -2.72
B 0.14 -0.27 0.08
H 2.23 0.59 -5.33
H -5.60 -1.77 0.05
H 1.09 -0.91 3.72
H 1.75 2.12 3.63
H -0.92 -0.80 -3.73
H 5.06 -5.92 0.15
H -3.35 -1.88 -4.24
H -2.37 1.09 5.70
H -3.32 1.46 -2.29
H -3.46 -2.37 4.89
H -4.46 -0.61 -1.71
H -1.97 1.85 -1.28
H -1.73 -3.96 3.96
H -0.22 3.68 3.88
H 2.87 -1.53 -0.48
H -3.51 -0.13 6.27
H -5.66 -0.04 0.43
H 0.28 -0.39 5.15
H 2.28 -0.06 -3.72
H -0.24 -3.37 1.54
H -3.29 -1.85 -6.05
H -1.08 -2.46 -3.15
H -2.90 3.97 1.62
H 3.22 1.19 -1.71
H 1.15 1.65 2.04
H -1.49 -4.59 1.91
H 1.81 0.43 4.65
H 1.69 3.57 -3.55
H -1.98 0.25 -2.06
H 3.78 7.78 -2.95
H 0.89 -3.08 -4.63
H 5.53 -4.57 -1.81
H -1.78 -0.25 6.71
H 2.30 -2.87 1.51
H -4.81 -1.75 3.50
H 2.16 5.99 -3.60
H 1.50 4.33 -1.95
H 2.49 2.33 -0.47
H 1.24 -2.05 -3.27
H -3.28 -1.53 -0.77
H 3.39 -5.03 1.89
H -1.85 4.93 2.65
H 0.68 3.96 2.31
H 5.14 6.67 -3.20
H -2.67 -0.50 -5.14
H -0.58 -2.67 3.89
H -5.81 -2.46 2.22
H -1.41 4.73 0.97
H 1.57 1.88 -1.91
H -6.07 -0.78 2.72
H 0.78 0.67 -4.28
H 4.89 7.40 -1.61
H 3.56 5.09 -4.03
H -1.72 -3.42 0.58
H -1.94 -2.44 5.81
```

The value obtained for the LUMO energy is -2.93 eV. As for the total energy: -66150.497 eV. Its total charge is +1. The relative energy (zero: lowest compared OMol25 entry of this formula, charge and spin) comes out at 0.0 kcal per mole. The spin multiplicity is 1.

Entry 2:
# C10H14N3S

The ion C10H14N3S with charge +1 in a non-equilibrium geometry (ωB97M-V/def2-TZVPD, the Open Molecules 2025 dataset).

```
28
C10H14N3S ωB97M-V/def2-TZVPD
S -3.14 0.61 -1.35
N -0.40 1.58 0.72
N -1.78 1.40 1.00
N -1.04 -0.48 -0.08
C -1.09 -1.56 -1.03
C -0.03 0.45 0.11
C 4.21 0.09 -0.23
C 1.99 -0.99 -0.21
C 3.59 1.37 -0.26
C -3.21 -0.64 1.10
C 1.41 0.27 -0.11
C -2.27 0.19 0.26
C 2.17 1.47 -0.11
C 3.40 -1.00 -0.15
H -3.86 0.07 1.61
H -2.48 2.08 0.76
H -1.91 1.19 1.99
H -0.59 -2.59 -0.70
H -3.81 -1.29 0.45
H 1.43 -1.80 0.09
H -0.70 -1.22 -1.99
H 5.27 -0.24 -0.19
H -2.08 -1.69 -1.31
H -2.62 -1.39 1.60
H 1.68 2.46 -0.11
H 4.24 2.17 -0.44
H 3.80 -1.97 0.03
H -2.17 1.48 -1.44
```

The value obtained for the LUMO energy is -3.35 eV. As for the total energy: -25893.827 eV. Its total charge is +1. The relative energy (zero: lowest compared OMol25 entry of this formula, charge and spin) comes out at 32.0 kcal per mole. The spin multiplicity is 1. As for the SMILES: CN1C(c2ccccc2)=N[NH2+][C@@]1(C)S.

Entry 3:
# C29H34Cl27FO4

A cluster of 10 separate species, C29H34Cl27FO4 in total (ωB97M-V/def2-TZVPD, the Open Molecules 2025 dataset).

```
95
C29H34Cl27FO4 ωB97M-V/def2-TZVPD
Cl 6.08 6.30 -7.77
Cl 1.77 -8.44 6.37
Cl -7.12 2.73 -0.82
Cl 6.47 -10.80 9.47
Cl 0.77 7.12 -11.81
Cl 3.77 6.04 -9.51
Cl 3.71 -10.21 8.81
Cl 4.42 -6.46 3.18
Cl -3.98 -4.10 -3.93
Cl 4.62 -10.02 11.56
Cl -5.51 -1.90 -2.80
Cl 2.85 2.71 -6.44
Cl -9.22 4.24 0.50
Cl 0.69 3.24 -4.57
Cl -3.37 -3.11 -1.26
Cl -0.16 -4.12 6.09
Cl 1.73 -5.63 3.91
Cl 0.71 -3.27 8.72
Cl -1.28 -1.72 7.29
Cl 3.41 6.65 -6.69
Cl 0.16 -7.02 8.32
Cl 3.04 -7.15 8.64
Cl 0.19 3.33 -7.43
Cl -8.92 4.40 -2.38
Cl -0.95 9.14 -10.62
Cl 2.26 -6.68 1.25
Cl 1.36 8.14 -9.17
F -1.72 -0.34 -4.00
O 2.14 3.68 -0.92
O -0.68 -0.87 3.26
O -2.30 4.62 -2.70
O -4.67 4.87 0.10
C -1.66 1.79 -3.05
C -0.07 -1.55 0.56
C 2.62 -0.66 -1.29
C 2.45 -1.29 0.11
C -0.96 2.70 -2.28
C -2.29 5.31 0.13
C 2.70 -6.77 2.96
C -3.93 -2.68 -2.88
C -1.09 -2.16 2.84
C 0.89 1.16 -1.98
C -3.42 4.32 0.48
C 4.80 -10.87 10.02
C 4.40 5.79 -7.89
C 0.18 0.26 -2.76
C 2.24 0.83 -1.37
C -0.37 -2.66 1.58
C 0.29 2.41 -1.74
C -0.64 -3.34 7.59
C -1.06 0.58 -3.27
C -1.21 4.55 -0.59
C 0.70 8.53 -10.75
C -8.77 3.37 -0.96
C 0.00 4.29 -0.10
C 1.71 -7.07 7.49
C 0.23 -0.83 4.34
C 1.24 -0.81 0.92
C 0.94 3.47 -0.91
C 1.36 3.63 -6.15
C -1.56 4.02 -1.95
H 1.62 4.68 -6.16
H 1.32 9.30 -11.19
H 2.49 -7.76 3.31
H 3.36 -1.20 0.70
H -1.42 -3.93 8.04
H -0.98 -2.89 3.64
H -0.21 -0.35 5.21
H -9.44 2.53 -1.08
H 2.99 1.35 -1.97
H 1.45 -1.05 1.96
H 1.09 0.27 0.89
H -0.91 -0.85 0.55
H -2.16 -2.10 2.63
H 1.82 -6.16 6.91
H 2.12 -1.28 -2.03
H 1.09 -0.22 4.05
H -5.28 4.16 -0.11
H 0.61 -1.81 4.62
H -2.64 2.04 -3.46
H 3.68 -0.72 -1.55
H -2.73 6.06 -0.52
H -3.40 4.06 1.54
H 4.35 4.73 -7.66
H 0.55 -0.73 -2.97
H 4.55 -11.91 10.19
H -3.23 -1.98 -3.30
H 0.00 -2.02 -0.42
H 0.58 -3.11 1.87
H 2.30 -2.37 -0.05
H -1.88 5.72 1.05
H -3.29 3.38 -0.06
H 0.32 4.65 0.88
H -0.99 -3.43 1.11
H 2.33 1.27 -0.38
```

The value obtained for the LUMO energy is -0.78 eV. As for the total energy: -379635.423 eV. The spin multiplicity is 1. As for the SMILES: COCCCCCCCc1cc(F)cc2c1C(=O)C=C(CCO)C2=O.ClC(Cl)Cl.ClC(Cl)Cl.ClC(Cl)Cl.ClC(Cl)Cl.ClC(Cl)Cl.ClC(Cl)Cl.ClC(Cl)Cl.ClC(Cl)Cl.ClC(Cl)Cl.

Entry 4:
# C4H6N2O

The molecule C4H6N2O in a non-equilibrium geometry (ωB97M-V/def2-TZVPD, the Open Molecules 2025 dataset).

```
13
C4H6N2O ωB97M-V/def2-TZVPD
O -0.09 -0.50 0.24
N -0.66 -0.34 -1.98
N -0.89 -3.60 -0.79
C 0.16 0.92 0.24
C -0.49 -1.01 -0.92
C 0.78 1.26 1.57
C -0.71 -2.46 -0.81
H 0.98 2.34 1.62
H 1.73 0.73 1.70
H -0.79 1.44 0.08
H 0.12 0.99 2.40
H 0.82 1.16 -0.60
H -0.95 -0.93 -2.75
```

The value obtained for the LUMO energy is 0.62 eV. As for the total energy: -9272.057 eV. The relative energy (zero: lowest compared OMol25 entry of this formula, charge and spin) comes out at 33.3 kcal per mole. The spin multiplicity is 1. As for the SMILES: [H]/N=C(\C#N)OCC.

total energy of number 3 (C29H34Cl27FO4)?
-379635.423 eV

Look up the total energy of the fourth one.
-9272.057 eV